Entry 1:
The following is a DFT calculation (wB97M-V/def2-TZVPD) of C35H56AsBN2O3S2Si3V as an isolated structure at a distorted geometry.

Computed properties:
**HOMO level (alpha / beta)**: -4.80 / -5.06 eV
**ΔE to the lowest compared entry with this formula, charge and spin**: 5.73 kcal per mole
**Largest force on an atom**: 0.0212 Eh/bohr
**Orbital gap (alpha / beta)**: 6.86 / 7.12 eV
**Energy**: -6572.331041 Eh
**Spin multiplicity**: 3
**Total charge**: -1

XYZ file:
```
104
Properties=species:S:1:pos:R:3:mulliken_charge:R:1
V 0.145 -0.443 1.705 -0.322
S -0.188 1.137 3.528 -0.643
C -1.006 -0.122 4.397 1.027
S -1.149 -1.630 3.568 -0.678
C -1.527 0.089 5.662 0.554
C -1.426 1.349 6.312 -0.048
N -1.364 2.373 6.841 -0.651
C -2.259 -0.928 6.334 -0.228
N -2.862 -1.737 6.894 -0.637
C 2.697 -1.412 4.680 -1.378
C 3.756 -1.283 3.582 0.321
C 3.796 0.132 3.002 -1.160
C 3.624 -2.360 2.525 0.473
C 4.637 -3.298 2.364 -0.958
C 4.543 -4.322 1.433 -1.498
C 3.418 -4.419 0.636 -0.334
C 2.374 -3.503 0.744 -0.312
C 1.159 -3.636 -0.148 2.403
C 1.540 -3.711 -1.625 -1.580
C 0.309 -4.836 0.272 -1.702
C 2.493 -2.478 1.699 0.695
O 1.513 -1.576 1.826 1.029
H 2.896 -0.694 5.479 0.410
H 2.705 -2.414 5.112 0.371
H 1.693 -1.217 4.300 0.002
H 4.729 -1.464 4.053 0.517
H 2.821 0.435 2.623 -0.199
H 4.512 0.204 2.181 0.306
H 4.084 0.845 3.778 0.461
H 5.516 -3.222 2.995 0.371
H 5.346 -5.043 1.333 0.368
H 3.344 -5.223 -0.089 0.347
H 0.548 -2.740 -0.014 -1.185
H 2.106 -4.619 -1.845 0.402
H 2.152 -2.853 -1.914 0.254
H 0.644 -3.724 -2.251 0.397
H 0.894 -5.758 0.230 0.372
H -0.554 -4.955 -0.388 0.437
H -0.055 -4.717 1.295 0.362
C 2.953 4.761 -4.573 -1.619
C 2.759 3.328 -5.090 2.114
C 1.452 3.257 -5.894 -1.665
C 3.913 3.003 -6.037 -2.196
C 2.686 2.364 -3.904 0.370
C 3.620 1.350 -3.706 -0.189
C 3.563 0.472 -2.619 -1.646
C 2.530 0.645 -1.728 0.296
O 2.224 -0.054 -0.600 -0.047
B 1.045 0.520 -0.051 0.290
O 0.674 1.592 -0.904 -0.027
C 1.590 1.650 -1.913 -0.397
C 1.641 2.515 -2.980 -0.344
H 2.966 5.468 -5.407 0.449
H 3.895 4.853 -4.029 0.363
H 2.149 5.053 -3.897 0.310
H 1.515 3.899 -6.777 0.457
H 0.598 3.588 -5.303 0.334
H 1.254 2.235 -6.223 0.355
H 3.911 3.710 -6.870 0.431
H 3.823 1.997 -6.452 0.428
H 4.882 3.082 -5.539 0.424
H 4.428 1.222 -4.414 0.464
H 4.297 -0.311 -2.482 0.565
H 0.890 3.288 -3.087 0.543
C -2.939 -2.472 -1.364 -0.945
Si -2.550 -0.636 -1.530 0.306
C -1.001 -0.493 -2.578 -0.315
C -3.922 0.183 -2.533 -1.212
As -2.214 0.192 0.672 0.217
Si -4.172 -0.571 1.807 0.472
C -5.713 -0.074 0.835 -1.235
C -4.256 0.222 3.505 -0.468
C -4.217 -2.443 1.973 -1.057
Si -2.526 2.568 0.613 0.591
C -3.442 3.056 -0.957 -1.128
C -3.556 3.102 2.085 -0.959
C -0.912 3.513 0.653 -0.684
H -2.643 -2.972 -2.292 0.436
H -4.004 -2.656 -1.216 0.350
H -2.404 -2.947 -0.540 0.130
H -1.228 -0.999 -3.524 0.552
H -0.132 -0.983 -2.137 -0.171
H -0.730 0.541 -2.799 -0.088
H -4.216 -0.537 -3.305 0.400
H -3.547 1.076 -3.039 0.349
H -4.813 0.461 -1.975 0.263
H -5.753 0.991 0.594 0.276
H -6.572 -0.300 1.476 0.405
H -5.835 -0.644 -0.087 0.263
H -5.039 0.984 3.540 0.507
H -3.322 0.680 3.827 -0.358
H -4.497 -0.553 4.238 0.430
H -4.611 -2.932 1.084 0.350
H -4.893 -2.662 2.806 0.435
H -3.248 -2.874 2.225 0.189
H -4.392 2.532 -1.077 0.250
H -2.838 2.876 -1.849 0.138
H -3.654 4.129 -0.908 0.426
H -4.587 2.744 2.049 0.240
H -3.578 4.197 2.054 0.424
H -3.112 2.805 3.035 0.213
H -0.404 3.500 -0.310 -0.051
H -0.223 3.137 1.407 0.103
H -1.165 4.545 0.915 0.524
```

***

Entry 2:
The following is a DFT calculation (wB97M-V/def2-TZVPD) of ClKLi2 as an isolated structure at a distorted geometry.

Computed properties:
**HOMO level**: -18.42 eV
**Largest force on an atom**: 0.0342 Eh/bohr
**Orbital gap**: 10.00 eV
**Energy**: -1074.733542 Eh
**Spin multiplicity**: 1
**Total charge**: +2

XYZ file:
```
4
Properties=species:S:1:pos:R:3:mulliken_charge:R:1
Li 6.198 3.373 11.927 0.959
Li 4.893 6.515 12.853 0.899
K 6.347 3.397 8.409 0.918
Cl 5.601 5.376 10.523 -0.775
```

***

Entry 3:
The following is a DFT calculation (wB97M-V/def2-TZVPD) of C4H10O3 as an isolated structure.

Computed properties:
**HOMO level**: -8.12 eV
**ΔE to the lowest compared entry with this formula, charge and spin**: 117.18 kcal per mole
**Largest force on an atom**: 0.0077 Eh/bohr
**Orbital gap**: 8.91 eV
**Energy**: -383.962882 Eh
**Spin multiplicity**: 1

XYZ file:
```
17
Properties=species:S:1:pos:R:3:mulliken_charge:R:1
C -1.867 -0.674 1.085 -0.449
O -1.821 -0.049 -0.202 -0.348
C -1.064 -0.746 -1.092 -0.832
C 0.787 0.457 -0.828 0.003
O 0.283 1.424 0.016 -0.613
C 2.058 -0.119 -0.219 -0.594
O 1.841 -0.463 1.128 -0.516
H -2.401 0.010 1.749 0.223
H -0.847 -0.848 1.450 0.242
H -2.398 -1.627 1.014 0.308
H 0.105 -0.734 -0.781 0.554
H -1.194 -0.261 -2.068 0.209
H 0.916 0.782 -1.867 0.394
H -0.696 1.336 0.012 0.412
H 2.868 0.623 -0.315 0.294
H 2.369 -1.023 -0.753 0.367
H 1.427 0.323 1.518 0.346
```

***

> The lowest largest force on an atom belongs to which entry?

C4H10O3